# C11H16N2O4STi

A molecular structure, C11H16N2O4STi (ωB97M-V/def2-TZVPD, the Open Molecules 2025 dataset).

Properties
Expectation value of S² ... 2.01
Energy relative to the best compared isomer or geometry (same formula, charge and spin) ... 0.0606 eV
Multiplicity ... 3
Gap between HOMO and LUMO (alpha / beta) ... 7.409 / 6.897 eV
Electronic energy ... -56769.741 eV
Net charge ... +2

CARTESIAN COORDINATES (ANGSTROEM)
Ti 0.02 0.88 -1.88
O 0.02 4.21 -1.63
C 0.02 3.07 -1.73
C 0.03 -1.25 -1.72
O 0.03 -2.41 -1.61
C 2.19 0.92 -1.90
O 3.35 0.93 -1.88
C -2.12 0.90 -1.90
O -3.30 0.91 -1.88
C 0.03 1.62 -4.06
H -0.91 2.18 -4.24
H 0.96 2.18 -4.24
C 0.03 0.19 -4.06
H 0.96 -0.37 -4.25
H -0.90 -0.37 -4.25
C -2.47 0.03 1.36
N -1.26 -0.54 1.96
C -1.50 -1.52 3.02
C -0.03 -0.10 1.60
S 0.01 1.33 0.52
N 1.16 -0.68 1.91
C 1.51 -1.34 3.17
C 2.36 -0.40 1.10
H -3.34 -0.38 1.88
H -2.57 -0.21 0.30
H -2.51 1.12 1.46
H -0.96 -2.45 2.82
H -1.22 -1.12 4.01
H -2.57 -1.74 3.04
H 1.86 -2.35 2.93
H 2.35 -0.82 3.65
H 0.66 -1.39 3.86
H 2.29 -0.84 0.10
H 2.59 0.67 0.98
H 3.23 -0.85 1.58

Mulliken population analysis, charges in e, atoms 1 to 6: Ti 0.13; O -0.18; C 0.41; C 0.34; O -0.20; C 0.47


# C11H16N3

2 unconnected molecules or ions with the total composition C11H16N3 (ωB97M-V/def2-TZVPD, the Open Molecules 2025 dataset).

Properties
Energy relative to the best compared isomer or geometry (same formula, charge and spin) ... 5.8419 eV
Multiplicity ... 1
Gap between HOMO and LUMO (alpha / beta) ... 8.013 / 8.012 eV
Electronic energy ... -16124.683 eV
Net charge ... +1

CARTESIAN COORDINATES (ANGSTROEM)
C 2.12 -2.02 1.01
C 0.84 -1.38 0.86
C 3.24 -1.37 0.43
C 1.86 0.54 -0.06
C 0.71 -0.10 0.38
C 3.15 -0.12 -0.08
C -3.86 -1.42 0.54
C -0.49 0.57 0.40
C 4.42 0.53 -0.51
C -2.26 -0.65 -1.65
C -2.27 2.20 0.94
N -2.75 -0.90 0.62
N -1.82 -0.85 -0.28
N -0.93 1.69 0.87
H 2.15 -2.93 1.62
H 0.02 -1.79 1.22
H 4.18 -1.79 0.50
H 1.68 1.46 -0.60
H -4.37 -1.56 1.56
H -4.26 -2.05 -0.39
H 4.19 1.36 -1.24
H 4.92 0.98 0.37
H 5.08 -0.34 -0.71
H -3.34 -0.27 -1.57
H -1.58 0.04 -2.13
H -2.12 -1.67 -2.09
H -2.37 2.67 1.88
H -2.97 1.44 0.94
H -2.47 2.76 0.04
H -0.24 2.28 1.30

Mulliken population analysis, charges in e, atoms 1 to 6: C -0.88; C -0.60; C -0.47; C -0.44; C 0.49; C 0.61


# C11H16N3O

2 unconnected molecules or ions with the total composition C11H16N3O (ωB97M-V/def2-TZVPD, the Open Molecules 2025 dataset).

Properties
Energy relative to the best compared isomer or geometry (same formula, charge and spin) ... 0.7150 eV
Multiplicity ... 1
Gap between HOMO and LUMO ... 9.581 eV
Electronic energy ... -18177.260 eV
Net charge ... +1

CARTESIAN COORDINATES (ANGSTROEM)
C 4.11 1.87 1.28
C 2.92 2.57 1.03
C 4.26 0.47 0.81
C 1.80 2.02 0.45
C 3.13 -0.06 0.29
C 1.94 0.70 0.17
C 1.61 -1.27 -0.80
C -4.32 -0.14 -0.97
C -3.13 -0.58 1.32
C -3.28 -0.99 -0.16
C -1.93 -0.81 -0.69
N 2.87 -1.29 -0.34
N 1.02 -0.12 -0.53
N -1.39 0.19 -1.24
O 1.10 -2.32 -1.49
H 4.97 2.30 1.71
H 2.91 3.58 1.17
H 5.15 -0.03 1.22
H 0.89 2.49 0.41
H -5.39 -0.53 -0.85
H -4.27 -0.21 -2.07
H -4.40 0.90 -0.69
H -3.96 -0.61 1.96
H -2.80 0.47 1.52
H -2.42 -1.12 2.03
H -3.56 -2.07 -0.18
H -1.20 -1.56 -0.42
H 3.57 -1.89 -0.67
H -1.90 1.02 -1.60
H 1.65 -3.07 -1.54
H 0.06 0.11 -1.13

Mulliken population analysis, charges in e, atoms 1 to 6: C -0.58; C -0.56; C -0.64; C -0.60; C 0.12; C 0.57


# C11H16N3O

A gas-phase ion, C11H16N3O (charge +1) (ωB97M-V/def2-TZVPD, the Open Molecules 2025 dataset).

Properties
SMILES ... C=C/C(=C/C)[N@@+]1(N(C=C)C=O)C=NCC1
Energy relative to the best compared isomer or geometry (same formula, charge and spin) ... 6.2136 eV
Multiplicity ... 1
Gap between HOMO and LUMO ... 9.619 eV
Electronic energy ... -18171.762 eV
Net charge ... +1

CARTESIAN COORDINATES (ANGSTROEM)
C 0.73 3.31 0.24
C 0.67 2.03 0.61
C -0.39 1.07 0.22
C -1.76 1.44 0.23
C -3.07 0.68 0.01
N 0.08 -0.35 -0.16
N 1.52 -0.40 -0.16
C 2.12 -1.54 0.50
C 2.97 -1.39 1.49
C 2.18 0.20 -1.18
O 3.34 -0.03 -1.34
C -0.60 -1.30 1.08
N -1.50 -2.04 0.59
C -1.57 -2.07 -0.80
C -0.54 -1.03 -1.30
H 1.41 4.11 0.66
H -0.01 3.81 -0.44
H 1.40 1.72 1.34
H -1.95 2.34 0.63
H -3.41 0.60 0.99
H -2.89 -0.19 -0.52
H -3.79 1.36 -0.57
H 1.66 -2.62 0.14
H 3.41 -2.39 1.78
H 3.39 -0.48 1.89
H 1.43 0.84 -1.77
H -0.24 -1.06 2.05
H -2.55 -1.77 -1.16
H -1.39 -3.07 -1.15
H 0.28 -1.49 -1.89
H -0.93 -0.30 -2.01

Mulliken population analysis, charges in e, atoms 1 to 6: C -0.79; C -0.14; C 0.64; C -0.82; C -1.12; N 0.72


# C11H16N3O

A gas-phase ion, C11H16N3O (charge +1) (ωB97M-V/def2-TZVPD, the Open Molecules 2025 dataset).

Properties
SMILES ... [H]/N=C/N(O)[N@@H+]1CCc2ccccc2[C@H]1C
Energy relative to the best compared isomer or geometry (same formula, charge and spin) ... 4.6323 eV
Multiplicity ... 1
Gap between HOMO and LUMO ... 9.673 eV
Electronic energy ... -18173.343 eV
Net charge ... +1

CARTESIAN COORDINATES (ANGSTROEM)
H 0.68 4.76 2.43
N 0.06 3.90 2.36
C 0.70 2.91 1.92
N -0.01 1.71 1.76
O -1.31 1.78 2.05
N 0.18 0.88 0.61
C -0.56 1.48 -0.58
C -0.12 0.75 -1.91
C -0.04 -0.77 -1.68
C 0.21 -1.60 -2.76
C 0.11 -2.96 -2.59
C -0.36 -3.46 -1.37
C -0.66 -2.65 -0.30
C -0.37 -1.32 -0.41
C -0.30 -0.52 0.95
C 0.87 -1.09 1.64
H 1.72 2.87 1.80
H -1.27 2.63 2.67
H 1.16 0.78 0.18
H -0.44 2.63 -0.69
H -1.61 1.27 -0.48
H 0.76 1.42 -2.32
H -0.95 0.95 -2.72
H 0.31 -1.06 -3.73
H 0.15 -3.70 -3.35
H -0.37 -4.58 -1.29
H -1.10 -3.06 0.63
H -1.13 -0.36 1.57
H 1.87 -0.99 1.14
H 0.71 -2.19 1.91
H 1.08 -0.41 2.54

Mulliken population analysis, charges in e, atoms 1 to 6: H 0.30; N -0.61; C -0.24; N -0.09; O -0.52; N 0.03


# C11H16N3O7

A gas-phase ion, C11H16N3O7 (charge -1) (ωB97M-V/def2-TZVPD, the Open Molecules 2025 dataset).

Properties
SMILES ... CNC(=O)[C@@H](CC(=O)O)NC(=O)[C@@H](CC(=O)[O-])NC(C)=O
Energy relative to the best compared isomer or geometry (same formula, charge and spin) ... 0.0000 eV
Multiplicity ... 1
Gap between HOMO and LUMO ... 8.755 eV
Electronic energy ... -30474.039 eV
Net charge ... -1

CARTESIAN COORDINATES (ANGSTROEM)
C 1.25 4.45 0.81
N 1.09 3.03 0.44
C 1.99 2.31 -0.24
O 3.03 2.80 -0.68
C 1.62 0.87 -0.63
C 2.69 -0.12 -0.18
C 3.19 -1.15 -1.20
O 4.34 -1.55 -1.20
O 2.33 -1.52 -2.18
N 0.34 0.42 -0.03
C -0.48 -0.50 -0.50
O -0.21 -1.09 -1.53
C -1.68 -0.79 0.47
C -2.88 0.14 0.24
C -2.60 1.64 0.25
O -3.35 2.39 -0.40
O -1.63 2.03 0.97
N -2.10 -2.21 0.35
C -1.23 -3.17 0.51
C -1.72 -4.55 0.25
O -0.09 -3.02 0.99
H 1.85 4.54 1.73
H 0.28 4.93 0.96
H 1.75 4.97 0.03
H 0.11 2.65 0.58
H 1.54 0.84 -1.73
H 3.56 0.44 0.12
H 2.41 -0.71 0.70
H 1.41 -1.38 -1.89
H -0.12 1.02 0.63
H -1.25 -0.59 1.43
H -3.39 -0.10 -0.71
H -3.58 -0.07 1.04
H -3.00 -2.35 -0.03
H -0.98 -5.26 0.69
H -2.67 -4.62 0.75
H -1.83 -4.75 -0.80

Mulliken population analysis, charges in e, atoms 1 to 6: C -1.09; N -0.06; C -0.12; O -0.70; C 0.78; C -1.04


# C11H16NOS

2 unconnected molecules or ions with the total composition C11H16NOS (ωB97M-V/def2-TZVPD, the Open Molecules 2025 dataset).

Properties
Expectation value of S² ... 2.03
Energy relative to the best compared isomer or geometry (same formula, charge and spin) ... 0.0690 eV
Multiplicity ... 3
Gap between HOMO and LUMO (alpha / beta) ... 6.511 / 6.577 eV
Electronic energy ... -26026.712 eV
Net charge ... +1

CARTESIAN COORDINATES (ANGSTROEM)
C -2.57 2.53 0.33
C -2.19 1.58 1.26
C -2.13 2.40 -0.95
C -1.43 0.47 0.95
C -1.29 1.35 -1.26
C -0.87 0.38 -0.31
C 1.75 0.13 0.21
C -1.18 -2.76 -0.18
C 1.22 -2.67 -0.59
C 3.56 2.07 0.60
C 0.08 -0.68 -0.78
N 0.01 -1.97 -0.03
O 1.79 -0.24 1.34
S 2.47 1.27 -0.74
H -3.09 3.41 0.70
H -2.49 1.86 2.30
H -2.49 3.12 -1.65
H -1.14 -0.17 1.80
H -1.07 1.15 -2.31
H -1.28 -3.49 -0.95
H -1.36 -3.30 0.68
H -2.06 -2.24 -0.02
H 1.50 -2.33 -1.56
H 2.12 -2.36 -0.02
H 1.03 -3.69 -0.44
H 2.97 1.69 1.40
H 3.36 3.12 0.59
H 4.58 1.81 0.56
H 0.03 -0.69 -1.89
H 0.19 -1.75 0.97

Mulliken population analysis, charges in e, atoms 1 to 6: C -0.43; C -0.48; C -0.67; C -0.46; C -0.46; C 1.12


# C11H16NS

A gas-phase ion, C11H16NS (charge +1) (ωB97M-V/def2-TZVPD, the Open Molecules 2025 dataset).

Properties
SMILES ... Cc1ccc(C)c2c1C[N@H+](C)[C@H]2S
Energy relative to the best compared isomer or geometry (same formula, charge and spin) ... 1.3773 eV
Multiplicity ... 1
Gap between HOMO and LUMO ... 9.457 eV
Electronic energy ... -23983.174 eV
Net charge ... +1

CARTESIAN COORDINATES (ANGSTROEM)
C -1.64 1.66 2.40
C -0.94 0.55 1.75
C -0.82 -0.69 2.47
C -0.26 -1.77 1.91
C 0.38 -1.75 0.65
C 1.11 -2.88 0.11
C 0.24 -0.52 -0.01
C -0.38 0.60 0.48
C -0.21 1.73 -0.53
N 0.42 1.25 -1.79
C -0.45 1.29 -3.01
C 1.03 -0.21 -1.55
S 2.78 -0.25 -1.37
H -2.53 2.01 1.97
H -2.05 1.10 3.32
H -1.15 2.48 2.69
H -1.06 -0.87 3.53
H -0.25 -2.78 2.21
H 0.64 -3.80 0.63
H 0.81 -3.01 -0.93
H 2.13 -3.01 0.30
H -1.05 2.16 -0.87
H 0.37 2.42 0.03
H 1.23 1.79 -1.92
H -1.18 0.60 -2.88
H -0.92 2.37 -3.15
H 0.23 1.11 -3.87
H 0.73 -0.80 -2.45
H 2.82 -0.79 -0.14

Mulliken population analysis, charges in e, atoms 1 to 6: C -1.37; C 1.06; C -1.18; C -0.97; C 0.64; C -1.58